No. 1
DFT (ωB97M-V/def2-TZVPD) results for the molecule C4H9NOS at a distorted geometry.

Properties
Energy (Eh): -685.98882
Molecular weight (g mol⁻¹): 119.2
Highest occupied orbital energy (eV): -9.35
Net charge: 0
Orbital gap (eV): 10.1
SMILES: C[C@H](CS)NC=O
Energy relative to the best compared isomer or geometry (same formula, charge and spin) (kcal per mole): 18.9

CARTESIAN COORDINATES (ANGSTROEM)
C (0.168, -1.438, -0.089)
C (0.237, 0.067, -0.090)
C (0.066, 0.606, 1.333)
S (1.410, 0.308, 2.524)
N (-0.748, 0.673, -0.988)
C (-0.390, 0.849, -2.297)
O (0.742, 0.999, -2.684)
H (0.246, -1.916, -1.066)
H (-0.724, -1.852, 0.387)
H (0.970, -1.854, 0.496)
H (1.195, 0.494, -0.388)
H (-0.153, 1.672, 1.318)
H (-0.797, 0.153, 1.829)
H (0.743, -0.590, 3.257)
H (-1.690, 0.715, -0.641)
H (-1.275, 1.115, -2.902)



No. 2
DFT (ωB97M-V/def2-TZVPD) results for the molecule C23H20ClN3O3.

Properties
Energy (Eh): -1738.69212
Molecular weight (g mol⁻¹): 421.9
Highest occupied orbital energy (eV): -8.10
Net charge: 0
Orbital gap (eV): 8.5
SMILES: O=C(O)c1ccc(NCc2nc3ccccc3n2CCOc2ccccc2Cl)cc1
Energy relative to the best compared isomer or geometry (same formula, charge and spin) (kcal per mole): 6.9

CARTESIAN COORDINATES (ANGSTROEM)
O (-6.822, -1.972, 0.387)
C (-5.845, -1.767, -0.295)
O (-5.936, -1.709, -1.642)
C (-4.486, -1.564, 0.214)
C (-3.403, -1.338, -0.633)
C (-2.138, -1.154, -0.122)
C (-1.910, -1.190, 1.259)
N (-0.659, -1.096, 1.813)
C (0.465, -0.556, 1.087)
C (0.282, 0.899, 0.784)
N (-0.342, 1.699, 1.598)
C (-0.317, 2.936, 1.009)
C (-0.831, 4.152, 1.442)
C (-0.641, 5.250, 0.630)
C (0.040, 5.156, -0.584)
C (0.557, 3.956, -1.033)
C (0.368, 2.848, -0.224)
N (0.727, 1.524, -0.355)
C (1.492, 0.982, -1.440)
C (3.005, 1.060, -1.163)
O (3.411, 0.186, -0.138)
C (3.513, -1.148, -0.386)
C (3.360, -1.765, -1.623)
C (3.499, -3.138, -1.745)
C (3.787, -3.920, -0.643)
C (3.946, -3.323, 0.597)
C (3.810, -1.955, 0.721)
Cl (4.005, -1.198, 2.263)
C (-3.008, -1.409, 2.105)
C (-4.268, -1.595, 1.594)
H (-6.859, -1.851, -1.900)
H (-3.565, -1.305, -1.700)
H (-1.322, -0.975, -0.805)
H (-0.666, -0.843, 2.790)
H (1.355, -0.682, 1.711)
H (0.618, -1.138, 0.173)
H (-1.356, 4.220, 2.380)
H (-1.027, 6.211, 0.937)
H (0.167, 6.043, -1.186)
H (1.086, 3.895, -1.974)
H (1.201, -0.058, -1.608)
H (1.267, 1.559, -2.342)
H (3.569, 0.883, -2.086)
H (3.250, 2.059, -0.789)
H (3.140, -1.183, -2.505)
H (3.376, -3.593, -2.716)
H (3.891, -4.988, -0.742)
H (4.173, -3.913, 1.470)
H (-2.846, -1.428, 3.173)
H (-5.112, -1.762, 2.245)



No. 3
DFT (ωB97M-V/def2-TZVPD) results for a structure of composition C33H28Br2N2O2PPd.

Properties
Energy (Eh): -7150.55536
Molecular weight (g mol⁻¹): 781.8
2S+1: 5
Highest occupied orbital energy (alpha / beta) (eV): -15.99 / -17.04
<S²>: 6.048
Net charge: +3
Orbital gap (alpha / beta) (eV): 6.7 / 4.5
Energy relative to the best compared isomer or geometry (same formula, charge and spin) (kcal per mole): 0.0

CARTESIAN COORDINATES (ANGSTROEM)
Pd (0.457, -0.387, 0.218)
Br (4.938, -2.863, -0.958)
C (3.711, -3.306, 0.363)
C (3.932, -4.384, 1.191)
C (3.027, -4.716, 2.191)
Br (3.398, -6.171, 3.266)
C (1.823, -3.946, 2.401)
C (0.872, -4.213, 3.400)
C (-0.227, -3.401, 3.522)
C (-0.383, -2.332, 2.642)
N (0.497, -2.073, 1.685)
C (1.591, -2.856, 1.562)
C (2.540, -2.491, 0.501)
O (2.318, -1.494, -0.230)
H (4.828, -4.978, 1.064)
H (1.014, -5.053, 4.067)
H (-0.969, -3.577, 4.289)
H (-1.239, -1.672, 2.714)
C (3.342, 2.738, -0.217)
C (3.479, 1.419, -0.970)
C (4.768, 1.310, -1.771)
C (2.249, 1.221, -1.974)
C (2.167, 2.284, -3.055)
O (0.910, 2.951, -2.750)
C (0.347, 2.383, -1.725)
N (1.001, 1.280, -1.305)
C (-0.824, 3.008, -1.181)
C (-1.032, 4.353, -1.562)
C (-2.120, 5.060, -1.098)
C (-3.028, 4.437, -0.254)
C (-2.842, 3.102, 0.133)
C (-1.759, 2.375, -0.312)
P (-1.641, 0.657, 0.229)
C (-2.867, 0.315, 1.477)
C (-2.625, 0.759, 2.781)
C (-3.559, 0.504, 3.771)
C (-4.718, -0.204, 3.466)
C (-4.954, -0.650, 2.171)
C (-4.031, -0.394, 1.168)
C (-1.837, -0.420, -1.189)
C (-1.629, -1.802, -0.954)
C (-1.587, -2.690, -2.024)
C (-1.754, -2.219, -3.315)
C (-1.973, -0.856, -3.550)
C (-1.996, 0.043, -2.503)
H (4.202, 2.859, 0.442)
H (2.445, 2.763, 0.400)
H (3.335, 3.604, -0.884)
H (3.419, 0.586, -0.277)
H (4.895, 2.132, -2.477)
H (4.832, 0.368, -2.319)
H (5.609, 1.348, -1.078)
H (2.374, 0.197, -2.358)
H (2.119, 1.898, -4.071)
H (2.942, 3.042, -2.999)
H (-0.320, 4.843, -2.211)
H (-2.254, 6.093, -1.391)
H (-3.892, 4.978, 0.111)
H (-3.568, 2.637, 0.787)
H (-1.719, 1.306, 3.018)
H (-3.388, 0.855, 4.781)
H (-5.443, -0.404, 4.244)
H (-5.864, -1.186, 1.938)
H (-4.227, -0.723, 0.155)
H (-1.585, -2.177, 0.059)
H (-1.450, -3.748, -1.845)
H (-1.741, -2.909, -4.148)
H (-2.144, -0.508, -4.560)
H (-2.192, 1.091, -2.694)



No. 4
DFT (ωB97M-V/def2-TZVPD) results for a cluster of 2 separate species, C4H13N3 in total at a distorted geometry.

Properties
Energy (Eh): -324.31822
Molecular weight (g mol⁻¹): 103.2
Highest occupied orbital energy (eV): -8.43
Net charge: 0
Orbital gap (eV): 9.2
Energy relative to the best compared isomer or geometry (same formula, charge and spin) (kcal per mole): 98.3

CARTESIAN COORDINATES (ANGSTROEM)
C (1.493, -0.889, -0.900)
C (-0.523, -2.072, -0.042)
C (-0.775, -0.062, -1.331)
C (0.168, -0.636, -0.291)
N (-0.441, 3.133, 1.823)
N (0.138, 0.109, 0.863)
N (0.134, 2.802, 0.840)
H (1.795, -0.014, -1.515)
H (2.348, -0.915, -0.243)
H (1.259, -1.745, -1.482)
H (0.062, -2.771, 0.733)
H (-0.529, -2.513, -1.110)
H (-1.536, -1.922, 0.425)
H (-0.666, 0.950, -1.467)
H (-0.741, -0.712, -2.232)
H (-1.867, -0.157, -0.925)
H (-1.482, 3.352, 1.967)
H (0.058, 3.233, 2.737)
H (0.877, -0.327, 1.481)
H (0.230, 1.158, 0.670)



No. 5
DFT (ωB97M-V/def2-TZVPD) results for the molecule C26H22N6O3 at a distorted geometry.

Properties
Energy (Eh): -1558.24272
Molecular weight (g mol⁻¹): 466.5
Highest occupied orbital energy (eV): -8.74
Net charge: 0
Orbital gap (eV): 9.3
SMILES: O=C(NCc1ccco1)[C@@H](c1cccnc1)N(C(=O)Cn1nnc2ccccc21)c1ccccc1
Energy relative to the best compared isomer or geometry (same formula, charge and spin) (kcal per mole): 32.0

CARTESIAN COORDINATES (ANGSTROEM)
O (-1.725, -2.357, 0.002)
C (-1.864, -1.461, -0.797)
N (-3.025, -1.178, -1.425)
C (-4.293, -1.719, -0.961)
C (-4.951, -0.748, -0.037)
C (-4.960, -0.656, 1.324)
C (-5.661, 0.535, 1.635)
C (-6.016, 1.081, 0.443)
O (-5.589, 0.317, -0.577)
C (-0.718, -0.521, -1.224)
C (-1.078, 0.903, -0.899)
C (-0.761, 1.945, -1.762)
C (-1.113, 3.238, -1.413)
C (-1.775, 3.436, -0.211)
N (-2.084, 2.452, 0.617)
C (-1.741, 1.223, 0.285)
N (0.523, -0.939, -0.583)
C (1.235, -1.898, -1.216)
O (0.949, -2.301, -2.326)
C (2.472, -2.431, -0.486)
N (3.301, -1.399, 0.055)
N (3.725, -1.414, 1.325)
N (4.409, -0.379, 1.582)
C (4.470, 0.399, 0.464)
C (5.069, 1.633, 0.211)
C (4.914, 2.157, -1.050)
C (4.193, 1.489, -2.051)
C (3.596, 0.269, -1.829)
C (3.744, -0.266, -0.555)
C (0.783, -0.486, 0.744)
C (0.532, -1.310, 1.831)
C (0.796, -0.852, 3.110)
C (1.300, 0.422, 3.305)
C (1.534, 1.248, 2.219)
C (1.275, 0.800, 0.937)
H (-3.080, -0.351, -2.001)
H (-4.071, -2.647, -0.431)
H (-4.929, -1.921, -1.826)
H (-4.527, -1.352, 2.011)
H (-5.866, 0.925, 2.610)
H (-6.554, 1.974, 0.193)
H (-0.560, -0.645, -2.304)
H (-0.244, 1.743, -2.690)
H (-0.879, 4.070, -2.058)
H (-2.076, 4.425, 0.108)
H (-2.011, 0.452, 0.995)
H (2.165, -3.073, 0.344)
H (3.031, -3.033, -1.212)
H (5.624, 2.142, 0.982)
H (5.359, 3.112, -1.288)
H (4.108, 1.950, -3.024)
H (3.043, -0.249, -2.598)
H (0.116, -2.292, 1.665)
H (0.608, -1.496, 3.955)
H (1.514, 0.772, 4.302)
H (1.930, 2.241, 2.365)
H (1.473, 1.435, 0.086)



> Look up the net charge of the first one.

0